1.
84
Properties=species:S:1:pos:R:3 method="wB97M-V/def2-TZVPD" lumo_energy_ev=-6.7 homo_ha=-0.47169 gap_ev=6.18 total_charge=+2 relative_energy_kj_mol=52.5
O -1.158 5.506 -4.675
H 4.391 1.494 3.273
H 5.197 -1.081 0.639
N -0.745 2.527 0.814
H -6.234 -1.213 0.748
O 1.695 -1.563 0.981
C 4.367 2.445 -2.084
H 4.290 3.467 -1.718
C -1.091 3.331 1.802
C 0.009 -0.074 -2.201
C -0.624 3.968 -3.059
H 3.087 -2.215 1.993
Sb 2.871 1.430 0.437
N -2.542 -0.079 0.689
H 1.861 4.316 3.044
H -4.445 -2.737 -0.097
H 3.167 0.250 -3.395
C -4.211 -1.744 0.261
C 3.836 4.354 1.078
N -0.187 0.788 -1.216
H 5.394 -6.140 -0.585
H -3.193 1.708 1.475
H 3.066 3.073 3.305
C 4.855 0.991 1.187
N -0.476 4.550 -4.413
C 5.592 -0.093 0.414
C 3.262 0.186 -2.309
H 6.641 -0.081 0.721
H 4.433 2.496 -3.173
H 1.798 3.856 0.620
N -0.593 -1.923 0.026
C -2.896 -1.304 0.268
H 1.432 2.614 2.876
H -2.077 -3.196 -0.540
C 4.846 0.700 2.682
C -0.386 2.562 -2.842
H 4.224 -0.279 -2.101
C -4.838 0.358 1.192
C 1.495 -2.608 0.230
C -0.947 4.820 -2.074
C -0.016 0.300 -3.545
H -1.113 2.901 2.797
C -0.200 1.614 -3.872
H 2.258 2.077 -2.046
C 2.512 -4.460 -1.060
C 3.170 1.586 -1.694
H -5.573 1.052 1.573
O 3.830 -2.838 1.974
C -3.501 0.723 1.148
H 3.450 -6.057 -2.122
O 0.348 4.035 -5.138
C 2.215 3.348 2.682
C -1.417 4.678 1.616
C -1.014 4.349 -0.724
C 2.586 -3.555 0.011
H 0.125 -0.453 -4.306
H 5.521 -4.601 1.347
C 2.621 3.442 1.210
C 4.607 -5.417 -0.421
C -0.720 3.013 -0.442
H 5.875 0.589 3.030
H 5.324 1.959 0.994
C -0.409 2.099 -1.520
C 3.513 -5.373 -1.288
H -1.599 6.230 0.155
H 5.306 2.024 -1.725
H 1.648 -4.421 -1.709
C 4.693 -4.560 0.655
C -1.364 5.191 0.346
C 3.688 -3.622 0.881
H -1.144 5.858 -2.304
H 4.690 3.969 1.636
H 0.200 -1.104 -1.933
H 3.603 5.334 1.500
H -1.698 5.287 2.462
H 4.335 -0.238 2.902
C -5.201 -0.896 0.733
H 2.497 -0.501 -1.944
N 0.333 -2.849 -0.354
Bi 0.075 0.088 1.076
H 5.577 0.055 -0.662
H -0.204 1.926 -4.905
H 4.145 4.511 0.047
C -1.827 -2.219 -0.138



2.
81
Properties=species:S:1:pos:R:3 method="wB97M-V/def2-TZVPD" lumo_energy_ev=0.0 homo_ha=-0.28884 gap_ev=7.85 total_charge=0 relative_energy_kj_mol=0.0
C 2.215 0.986 -5.379
C -3.395 -2.576 3.631
H 3.946 0.388 2.333
C 2.347 -2.533 2.603
C -2.302 -2.445 2.531
C 3.757 -0.657 2.089
H -2.733 -0.182 4.781
H 2.071 3.112 5.846
C 2.829 -1.204 3.163
O -1.295 2.643 2.917
C 3.729 0.703 -5.209
H 4.066 1.580 -3.294
C 1.528 -0.045 -4.506
H 1.569 1.461 4.406
F -3.304 -2.872 -3.525
H -2.457 2.381 -5.018
C 3.190 -0.766 0.711
H 4.742 -1.123 2.120
C -2.234 2.089 -3.023
H 4.766 -0.040 -3.293
S 0.143 2.437 2.832
O 2.567 -1.479 -2.603
N -1.506 2.060 -2.134
H 2.069 -0.432 3.276
H -2.854 -2.552 1.597
H -0.194 1.723 4.943
H -4.755 -1.047 -3.910
O 0.175 -3.753 -2.060
F -1.511 -2.271 -4.566
O -0.794 -1.419 -1.890
C -3.132 -0.126 3.768
H 2.570 5.024 4.096
H 1.451 -2.922 3.087
H -4.415 0.730 -5.407
H -4.835 -1.092 4.608
H -3.339 0.931 3.604
H 1.677 -1.070 -4.846
H 3.968 -0.788 -0.052
Na -0.209 0.375 -0.245
H -4.092 -3.379 3.393
C 3.940 0.564 -3.669
H 3.933 -0.232 -5.731
H 0.580 4.065 5.548
C -1.998 -3.118 -3.660
O 0.724 -1.845 0.569
S -1.720 -0.650 2.718
H -2.871 -0.023 -4.886
H 3.064 -3.348 2.707
C -3.698 0.624 -4.593
H 1.377 4.392 1.680
H 3.348 -1.276 4.119
H 0.313 4.867 3.012
C 1.367 3.463 5.092
O -1.884 -3.424 -0.917
S 2.104 -2.240 0.751
H 1.866 1.953 -5.014
C 0.732 2.145 4.551
C 2.022 4.116 3.846
S -1.048 -2.897 -1.977
H 0.446 0.012 -4.386
O 1.744 0.837 -1.913
H -4.010 0.021 -2.572
H 4.371 1.502 -5.583
O -1.792 0.063 1.443
H -1.508 -3.187 2.620
C -4.553 -0.051 -3.515
O -0.488 -0.662 3.500
C 1.036 4.123 2.680
C -4.208 -1.199 3.723
O 2.665 -3.407 0.078
H -2.981 -2.715 4.630
H 1.985 0.998 -6.444
H -4.954 -1.074 2.938
C -3.108 1.996 -4.233
F -1.970 -4.415 -4.044
S 2.418 -0.052 -2.887
H -5.518 0.441 -3.392
O 0.725 1.506 1.862
H 2.602 0.117 0.461
H -3.918 2.714 -4.104
H 2.847 3.442 3.617



3.
53
Properties=species:S:1:pos:R:3 method="wB97M-V/def2-TZVPD" s2=3.77 multiplicity=4 lumo_energy_ev="4.6 / 4.6" homo_ha="0.02561 / -0.09874" gap_ev="3.94 / 7.29" total_charge=-2 relative_energy_kj_mol=1.4
H 1.811 -1.999 1.022
H -1.688 -4.694 -4.761
Ti -0.372 -0.249 -0.164
O 1.388 2.359 -2.844
C 1.083 1.555 -1.970
N -1.253 -1.303 1.449
O -1.377 1.321 0.670
H -3.694 -2.279 -1.259
H 0.641 2.943 -0.023
C -0.661 2.130 1.398
H 0.977 -3.650 -3.663
H 2.805 2.099 -0.805
P -0.800 -2.509 -1.449
C -1.513 -2.503 3.551
C 3.146 -0.611 1.354
C -3.268 -1.611 -2.006
C -2.909 -2.417 3.502
C -3.448 -1.711 2.344
C -2.592 -1.200 1.409
H -1.027 -3.012 4.378
C -0.066 -3.959 -3.553
H 1.887 0.697 2.455
H -4.054 0.214 -1.150
C 2.102 1.265 -0.870
H -3.236 -2.135 -2.959
N -6.009 -1.453 1.999
H 4.005 -0.535 2.025
O -1.016 2.779 2.367
H -0.662 -3.500 -5.574
H -3.555 -2.832 4.261
C 0.752 2.312 0.858
O 2.427 -1.766 1.741
S -1.483 -4.016 -0.413
C 2.406 0.695 1.497
O -1.911 -1.298 -1.638
H 3.549 -0.707 0.340
S 1.187 -1.997 -1.235
H -5.042 -0.486 -2.432
C -4.866 -1.551 2.140
H -0.077 -5.161 -5.343
C -0.720 -1.978 2.573
H 3.158 1.498 1.521
N 1.430 1.039 0.442
H -3.528 0.359 -2.829
C -4.013 -0.302 -2.109
O -0.028 0.912 -1.839
H 0.356 -2.072 2.595
H 2.633 0.364 -1.165
H -0.102 -4.792 -2.849
C -0.658 -4.351 -4.888
O -0.828 -2.875 -3.056
H 1.349 2.851 1.590
H -3.014 -0.670 0.568



4.
129
Properties=species:S:1:pos:R:3 method="wB97M-V/def2-TZVPD" lumo_energy_ev=-3.4 homo_ha=-0.16625 gap_ev=1.14 total_charge=0
O -0.902 1.732 1.581
C -0.718 0.921 -1.228
C 1.482 -1.063 -2.621
H -3.977 2.892 1.658
F 4.342 -0.063 2.888
H -5.971 4.472 -2.610
H 3.445 1.761 1.309
O 5.288 9.007 -3.002
H 2.464 -1.549 -2.842
Li 2.689 -2.599 -0.942
C -0.147 -1.477 -0.772
C -5.597 1.998 2.881
H -7.662 4.157 -3.144
H -2.059 -0.577 -0.474
H 4.470 5.766 -0.116
H -1.539 1.586 -0.873
C -4.510 5.693 4.874
H -6.229 3.220 -4.905
C -4.009 1.207 -3.675
C 3.070 1.879 0.269
H -4.007 3.241 -4.436
H 2.073 -4.965 1.795
O -0.356 -2.853 -1.057
C 4.385 8.588 -3.750
H -6.390 1.268 0.554
C -4.943 1.681 4.278
H 7.108 -6.361 4.216
C 6.155 -6.849 3.996
P 0.297 -2.047 -6.083
C -1.288 -0.523 -1.282
H -3.955 1.094 1.749
C 3.812 3.838 -0.827
O 4.106 2.476 -0.526
Na 5.534 -1.297 3.933
C -1.972 -0.971 -2.592
C 3.783 -0.312 -0.648
H 5.036 -5.548 5.313
H -1.750 -2.023 -2.894
H 5.625 -1.161 0.075
C 4.899 -0.389 0.448
Cl -5.978 4.999 4.177
H -2.069 2.050 -3.214
H -7.938 2.955 -1.094
H -2.951 2.577 3.761
C 1.464 0.250 -0.539
H -6.525 1.719 -3.876
H -6.337 3.842 0.391
C 2.894 5.173 1.247
H -0.493 -6.573 -1.242
H -1.032 -3.122 -0.413
C 4.277 -0.948 1.754
C -3.374 1.702 4.294
H -4.170 0.815 -2.638
C 0.714 -5.589 0.253
N 0.403 1.092 -0.273
H 2.232 2.597 0.295
H 2.171 -9.094 0.597
H -4.961 3.735 -0.733
H -3.021 0.750 3.837
O 0.755 0.367 1.894
N 1.196 -1.022 -1.131
Cl -3.228 5.834 3.664
O 4.229 8.944 -4.956
H 4.516 4.140 -1.639
H -2.309 1.688 -4.933
H 2.780 3.996 -1.240
O -0.901 -1.393 -6.763
C -1.721 -0.098 -3.848
H -6.764 1.767 -1.732
N 0.802 -7.906 -0.377
H -4.543 0.552 -4.391
H -4.737 6.681 5.262
H 0.660 -1.648 -3.106
H 4.256 0.099 -1.569
O -0.181 -2.820 -4.851
H -4.839 1.240 -0.385
H -4.165 5.049 5.677
H 0.270 -4.615 0.111
H -0.193 -1.393 0.345
C -5.450 1.820 0.348
H 7.069 -8.446 2.858
N 2.692 0.588 -0.309
H -6.394 1.243 2.682
H -4.256 3.133 -2.665
C -6.102 2.743 -3.905
H 4.992 4.436 0.968
H 4.227 -7.084 4.969
Li 2.405 5.828 -1.825
H 3.244 5.886 2.030
H -2.060 -0.678 -4.736
H -0.375 1.353 -2.187
C -4.616 1.986 1.664
H -5.303 2.427 5.018
H -3.010 1.669 5.347
O 1.002 -3.012 -7.032
H -6.129 2.974 2.979
H 3.446 -1.311 -0.788
C 6.983 -8.991 4.891
O 3.488 7.732 -3.387
H -0.636 0.093 -4.034
H 2.102 5.720 0.686
C 6.390 -8.333 3.705
C -6.898 2.839 -1.465
C 0.026 1.102 1.132
N 7.440 -9.499 5.806
Ca 4.065 -8.020 0.522
H 3.058 -7.244 2.063
C -4.550 2.686 -3.641
C 5.198 -6.618 5.160
H 5.594 -7.022 6.093
F 3.759 -3.166 0.848
C 0.291 -6.677 -0.500
C -2.469 1.273 -3.907
H 1.409 -0.049 -3.068
H -5.263 0.673 4.630
H 5.748 -6.373 3.099
C 3.686 -2.215 1.844
C 1.716 -5.787 1.186
C 1.769 -8.073 0.524
H -3.075 -0.975 -2.422
H 5.449 -8.829 3.455
C 2.259 -7.051 1.332
C 4.137 4.814 0.370
F 3.039 -2.563 2.954
C -5.833 3.169 -0.348
H 2.459 4.310 1.795
H 5.447 0.561 0.569
C -6.729 3.678 -2.788
O 1.288 -0.963 -5.657



What did the first record say?
84
Properties=species:S:1:pos:R:3 method="wB97M-V/def2-TZVPD" lumo_energy_ev=-6.7 homo_ha=-0.47169 gap_ev=6.18 total_charge=+2 relative_energy_kj_mol=52.5
O -1.158 5.506 -4.675
H 4.391 1.494 3.273
H 5.197 -1.081 0.639
N -0.745 2.527 0.814
H -6.234 -1.213 0.748
O 1.695 -1.563 0.981
C 4.367 2.445 -2.084
H 4.290 3.467 -1.718
C -1.091 3.331 1.802
C 0.009 -0.074 -2.201
C -0.624 3.968 -3.059
H 3.087 -2.215 1.993
Sb 2.871 1.430 0.437
N -2.542 -0.079 0.689
H 1.861 4.316 3.044
H -4.445 -2.737 -0.097
H 3.167 0.250 -3.395
C -4.211 -1.744 0.261
C 3.836 4.354 1.078
N -0.187 0.788 -1.216
H 5.394 -6.140 -0.585
H -3.193 1.708 1.475
H 3.066 3.073 3.305
C 4.855 0.991 1.187
N -0.476 4.550 -4.413
C 5.592 -0.093 0.414
C 3.262 0.186 -2.309
H 6.641 -0.081 0.721
H 4.433 2.496 -3.173
H 1.798 3.856 0.620
N -0.593 -1.923 0.026
C -2.896 -1.304 0.268
H 1.432 2.614 2.876
H -2.077 -3.196 -0.540
C 4.846 0.700 2.682
C -0.386 2.562 -2.842
H 4.224 -0.279 -2.101
C -4.838 0.358 1.192
C 1.495 -2.608 0.230
C -0.947 4.820 -2.074
C -0.016 0.300 -3.545
H -1.113 2.901 2.797
C -0.200 1.614 -3.872
H 2.258 2.077 -2.046
C 2.512 -4.460 -1.060
C 3.170 1.586 -1.694
H -5.573 1.052 1.573
O 3.830 -2.838 1.974
C -3.501 0.723 1.148
H 3.450 -6.057 -2.122
O 0.348 4.035 -5.138
C 2.215 3.348 2.682
C -1.417 4.678 1.616
C -1.014 4.349 -0.724
C 2.586 -3.555 0.011
H 0.125 -0.453 -4.306
H 5.521 -4.601 1.347
C 2.621 3.442 1.210
C 4.607 -5.417 -0.421
C -0.720 3.013 -0.442
H 5.875 0.589 3.030
H 5.324 1.959 0.994
C -0.409 2.099 -1.520
C 3.513 -5.373 -1.288
H -1.599 6.230 0.155
H 5.306 2.024 -1.725
H 1.648 -4.421 -1.709
C 4.693 -4.560 0.655
C -1.364 5.191 0.346
C 3.688 -3.622 0.881
H -1.144 5.858 -2.304
H 4.690 3.969 1.636
H 0.200 -1.104 -1.933
H 3.603 5.334 1.500
H -1.698 5.287 2.462
H 4.335 -0.238 2.902
C -5.201 -0.896 0.733
H 2.497 -0.501 -1.944
N 0.333 -2.849 -0.354
Bi 0.075 0.088 1.076
H 5.577 0.055 -0.662
H -0.204 1.926 -4.905
H 4.145 4.511 0.047
C -1.827 -2.219 -0.138